Entry 1:
The following is a DFT calculation (ωB97M-V/def2-TZVPD) of a cluster of 9 separate species, C56H74N10O3 in total.

Summary:
* spin multiplicity: 1
* structure (SMILES): CCNCO[C@@H](COCCCN(CC)C(C)=O)CC(C)C.c1ccncc1.c1ccncc1.c1ccncc1.c1ccncc1.c1ccncc1.c1ccncc1.c1ccncc1.c1ccncc1
* orbital gap: 9.265 eV

Last column: Löwdin charge in e.
Element x y z (Å)
C  1.23814  1.05772  2.08753  -0.093
C  0.45027  1.02205  3.39503  -0.275
N  -0.91346  0.51780  3.21119  -0.035
C  -1.84841  1.40979  2.56365  -0.242
O  -2.93278  0.73605  1.94738  -0.105
C  -2.79979  -0.00693  0.71776  -0.266
C  -2.41374  0.98266  -0.40276  -0.142
O  -1.92267  0.37201  -1.58871  -0.151
C  -0.50878  0.38706  -1.72547  -0.221
C  -0.12610  -0.22657  -3.06168  -0.142
C  -0.30289  -1.74975  -3.12503  -0.147
N  0.98305  -2.50639  -3.10675  -0.097
C  1.74026  -2.23725  -1.85025  -0.209
C  2.87188  -1.21797  -2.04950  -0.064
C  0.62811  -3.89892  -3.21694  -0.490
C  0.91913  -4.51570  -4.54687  0.013
O  0.08970  -4.46799  -2.30453  0.102
C  -2.04860  -1.33740  0.79543  -0.123
C  -2.73305  -2.41780  1.65158  -0.406
C  -2.61229  -2.18244  3.16003  -0.083
C  -2.19445  -3.80779  1.29149  -0.074
H  2.23271  1.49611  2.24124  0.074
H  1.37183  0.03328  1.72222  0.053
H  0.74133  1.64401  1.30767  0.053
H  0.48656  2.02355  3.86399  0.107
H  0.94689  0.32810  4.08336  0.103
H  -1.27752  0.24434  4.11586  0.109
H  -2.35829  2.09378  3.25859  0.134
H  -1.30021  2.02826  1.84618  0.101
H  -3.84685  -0.27778  0.50651  0.151
H  -1.69636  1.73431  -0.05959  0.099
H  -3.32346  1.52615  -0.69151  0.136
H  -0.05732  -0.15776  -0.88486  0.107
H  -0.15390  1.42805  -1.65617  0.107
H  0.90640  0.04723  -3.28816  0.077
H  -0.75061  0.24886  -3.83078  0.109
H  -0.83238  -2.04012  -4.04363  0.127
H  -0.92580  -2.09192  -2.28228  0.118
H  1.04988  -1.92503  -1.05570  0.093
H  2.16670  -3.18605  -1.50599  0.107
H  2.92987  -0.51500  -1.20765  0.072
H  2.73677  -0.64359  -2.96895  0.049
H  3.84880  -1.70713  -2.13140  0.073
H  1.22604  -5.56074  -4.41767  0.092
H  -0.00163  -4.52791  -5.14766  0.094
H  1.67387  -3.95379  -5.09575  0.076
H  -1.01973  -1.20042  1.14997  0.102
H  -2.01170  -1.69411  -0.24638  0.112
H  -3.80803  -2.38827  1.39383  0.135
H  -1.55430  -2.05094  3.41673  0.056
H  -3.16247  -1.29861  3.50061  0.069
H  -2.99289  -3.05492  3.70787  0.073
H  -2.43976  -4.13669  0.28214  0.051
H  -2.59982  -4.55238  1.98917  0.074
H  -1.09897  -3.82907  1.39184  0.068
N  1.29213  -2.62525  3.30793  0.074
C  1.68315  -2.89678  2.06466  -0.164
C  2.93346  -3.40108  1.74502  -0.067
C  3.82895  -3.64242  2.77681  -0.076
C  3.43485  -3.36785  4.07647  -0.067
C  2.16053  -2.86099  4.28856  -0.144
H  0.95298  -2.69242  1.28705  0.080
H  3.19469  -3.59955  0.71409  0.091
H  4.81503  -4.03812  2.56917  0.103
H  4.08639  -3.53700  4.92164  0.082
H  1.83298  -2.63873  5.29633  0.082
N  -3.02361  3.93458  -4.13996  0.057
C  -2.21942  3.34689  -3.25697  -0.157
C  -1.50061  4.05324  -2.30057  -0.080
C  -1.61807  5.43496  -2.26414  -0.073
C  -2.43749  6.05895  -3.19118  -0.075
C  -3.11353  5.26142  -4.10355  -0.153
H  -2.15271  2.26592  -3.31065  0.091
H  -0.85194  3.53075  -1.61083  0.083
H  -1.05343  6.01935  -1.54857  0.106
H  -2.51201  7.13573  -3.25167  0.078
H  -3.74761  5.71744  -4.85601  0.102
N  -1.23443  8.92289  -4.59183  0.052
C  -0.15271  8.43238  -5.18615  -0.149
C  0.83987  9.23268  -5.73441  -0.074
C  0.68675  10.60901  -5.67129  -0.082
C  -0.43910  11.12758  -5.04754  -0.077
C  -1.36722  10.24367  -4.51538  -0.153
H  -0.07565  7.34993  -5.20229  0.079
H  1.70285  8.78116  -6.20567  0.100
H  1.43456  11.26815  -6.09313  0.103
H  -0.59503  12.19489  -4.96823  0.099
H  -2.25253  10.61379  -4.01019  0.103
N  3.04787  -0.49689  -6.58910  0.058
C  3.21303  0.23020  -7.69252  -0.158
C  2.16826  0.83145  -8.37987  -0.075
C  0.87886  0.66996  -7.89784  -0.078
C  0.69328  -0.08474  -6.75028  -0.072
C  1.80387  -0.64693  -6.13388  -0.157
H  4.23266  0.34004  -8.04546  0.101
H  2.36659  1.41492  -9.26854  0.100
H  0.03688  1.12449  -8.40407  0.106
H  -0.29400  -0.23944  -6.33504  0.096
H  1.68921  -1.25436  -5.24078  0.076
N  -2.80344  -6.31654  -1.10424  0.067
C  -2.52555  -6.40742  -2.39931  -0.142
C  -3.15462  -7.30314  -3.25342  -0.071
C  -4.11234  -8.15820  -2.73077  -0.086
C  -4.40345  -8.07617  -1.37687  -0.077
C  -3.72430  -7.13920  -0.61038  -0.150
H  -1.77072  -5.71723  -2.75648  0.078
H  -2.89345  -7.32861  -4.30299  0.098
H  -4.62273  -8.87245  -3.36387  0.102
H  -5.14340  -8.71933  -0.92021  0.098
H  -3.93343  -7.04244  0.44996  0.103
N  3.35853  -2.76440  7.48451  0.055
C  4.61278  -2.62976  7.90929  -0.157
C  4.96269  -1.95146  9.06713  -0.076
C  3.95474  -1.37627  9.82620  -0.078
C  2.64605  -1.50455  9.39115  -0.070
C  2.39921  -2.20745  8.22106  -0.149
H  5.38104  -3.08911  7.29572  0.100
H  6.00072  -1.87928  9.36185  0.099
H  4.18641  -0.83851  10.73650  0.104
H  1.81470  -1.08360  9.93885  0.082
H  1.37815  -2.32029  7.87398  0.088
N  -0.83042  -1.56953  9.34414  0.053
C  -1.14367  -0.40921  9.91558  -0.158
C  -2.22285  -0.24359  10.77064  -0.072
C  -3.02126  -1.34216  11.04732  -0.078
C  -2.70621  -2.55497  10.45626  -0.070
C  -1.60501  -2.61689  9.61487  -0.145
H  -0.50249  0.43252  9.67560  0.104
H  -2.42886  0.72510  11.20478  0.101
H  -3.87329  -1.25392  11.70845  0.105
H  -3.30039  -3.43992  10.63769  0.102
H  -1.33435  -3.55042  9.13440  0.106
N  1.39849  5.42892  -4.79535  0.061
C  2.41648  6.00923  -4.16428  -0.152
C  3.31467  5.31913  -3.36404  -0.070
C  3.13918  3.95439  -3.19689  -0.073
C  2.07591  3.34035  -3.83899  -0.065
C  1.24066  4.11817  -4.62789  -0.147
H  2.51503  7.08269  -4.29296  0.094
H  4.12457  5.84598  -2.87785  0.101
H  3.81419  3.38104  -2.57449  0.106
H  1.88958  2.28064  -3.73490  0.088
H  0.39470  3.66793  -5.13615  0.105

Entry 2:
The following is a DFT calculation (ωB97M-V/def2-TZVPD) of a cluster of 15 separate species, C56H95BF3NO31S4 in total at a distorted geometry.

Summary:
* spin multiplicity: 1
* orbital gap: 8.820 eV

Last column: Löwdin charge in e.
Element x y z (Å)
C  0.38350  0.39857  -3.12321  -0.045
C  1.13153  0.35744  -1.72596  -0.133
N  0.61778  1.36143  -0.72146  -0.193
C  0.92296  2.76032  -1.38001  0.029
C  -0.94081  1.15244  -0.61091  -0.105
C  -1.55659  1.89408  0.60548  -0.042
C  1.47929  1.33712  0.57094  -0.038
C  1.51731  -0.05382  1.16101  -0.205
O  0.18143  -0.42135  1.25415  -0.197
C  -0.13883  -1.60200  1.94161  -0.072
H  0.48004  1.30317  -3.72361  0.040
H  -0.69551  0.25302  -3.07154  0.033
H  0.72775  -0.51380  -3.61021  0.074
H  2.19593  0.48572  -1.92268  0.128
H  0.86309  -0.61726  -1.31852  0.109
H  1.99556  2.89245  -1.52200  0.064
H  0.66339  3.48136  -0.60488  0.084
H  0.46733  2.93920  -2.35392  0.076
H  -1.15990  0.08591  -0.66193  0.119
H  -1.32640  1.54581  -1.55149  0.098
H  -2.61363  1.62876  0.58633  0.070
H  -1.46032  2.97780  0.67176  0.068
H  -1.27063  1.53503  1.59412  0.066
H  1.09579  2.08986  1.25971  0.136
H  2.41574  1.65367  0.11163  0.097
H  1.94117  0.10936  2.15187  0.128
H  2.09169  -0.87372  0.72981  0.099
H  0.08492  -1.53352  3.00619  0.075
H  0.24344  -2.52818  1.51246  0.073
H  -1.21244  -1.75911  1.83775  0.077
O  -1.21520  -2.20002  -2.74385  0.090
C  -1.99296  -3.13220  -2.49416  -0.338
O  -2.82376  -3.65766  -3.33955  0.270
B  -3.66256  -4.66142  -2.72264  -0.924
O  -3.25124  -4.63308  -1.32105  0.291
C  -2.37456  -3.78100  -1.11559  -0.412
O  -1.90578  -3.45060  -0.01820  0.089
O  -5.09399  -4.33720  -2.76031  0.213
C  -5.75185  -5.22736  -3.50623  -0.341
O  -6.91517  -5.16035  -3.89875  0.125
C  -4.72768  -6.31929  -3.86163  -0.358
O  -3.60461  -5.98091  -3.29174  0.264
O  -5.01995  -7.24234  -4.63179  0.120
F  -2.39024  6.32160  0.08350  0.068
C  -1.07754  6.34795  0.32706  -0.272
C  -0.19807  6.31411  -0.72390  -0.023
C  1.16035  6.23819  -0.43462  -0.111
C  1.65356  6.17694  0.85241  -0.093
C  0.74528  6.10410  1.92514  -0.078
C  -0.60498  6.22854  1.67501  -0.005
H  -0.46314  6.47029  -1.75915  0.120
H  1.90266  6.31516  -1.21529  0.096
H  2.72481  6.11681  0.97573  0.085
H  1.15931  6.05100  2.92122  0.103
H  -1.33476  5.99460  2.43600  0.098
F  -8.47828  5.82390  0.70206  0.074
C  -7.77313  4.74670  0.32506  -0.291
C  -6.38110  4.74273  0.21408  0.014
C  -5.62721  3.50052  0.14468  -0.064
C  -6.24699  2.27686  0.10955  -0.129
C  -7.61180  2.31411  0.06074  -0.091
C  -8.35652  3.48574  0.18694  -0.014
H  -5.99443  5.73589  0.38879  0.110
H  -4.56055  3.64447  0.23366  0.091
H  -5.69584  1.34945  0.05903  0.097
H  -8.09950  1.37274  -0.14505  0.106
H  -9.43032  3.59078  0.13861  0.113
F  -2.84018  -1.58753  3.70706  0.082
C  -4.11766  -1.24009  3.78409  -0.282
C  -4.86478  -1.38145  4.93259  -0.020
C  -6.22757  -1.14995  4.94966  -0.073
C  -6.88569  -0.58980  3.85054  -0.112
C  -6.17609  -0.34771  2.70126  -0.099
C  -4.82195  -0.79333  2.64978  0.019
H  -4.33825  -1.80223  5.77645  0.117
H  -6.79885  -1.32253  5.84981  0.104
H  -7.95579  -0.44392  3.84930  0.107
H  -6.69224  0.04934  1.83966  0.083
H  -4.26439  -0.67875  1.73196  0.099
C  3.06431  1.86925  -6.07031  -0.226
S  1.72075  3.18183  -5.97529  0.862
O  1.30226  3.37241  -4.47370  -0.598
C  0.39307  2.34242  -6.85138  -0.258
H  3.91219  2.49690  -5.79597  0.027
H  3.22547  1.42564  -7.05283  0.049
H  2.95874  1.18380  -5.22942  0.034
H  -0.51831  2.92108  -6.70096  0.060
H  0.52280  1.33083  -6.46672  0.047
H  0.80260  2.37147  -7.86111  0.047
C  4.09722  4.27432  -2.77325  -0.225
S  4.57909  4.54644  -0.94665  0.864
O  3.98784  3.41666  -0.10359  -0.569
C  6.28060  4.11141  -1.30228  -0.281
H  4.42020  5.05993  -3.45633  0.060
H  3.01009  4.34476  -2.80887  0.004
H  4.31049  3.28844  -3.18636  0.017
H  6.74121  3.78582  -0.36958  0.053
H  6.89208  4.96314  -1.60018  0.056
H  6.35896  3.29950  -2.02530  0.029
C  7.41710  0.09574  -4.48991  -0.230
S  6.27035  0.21120  -3.05854  0.840
O  5.26993  1.30497  -3.34863  -0.580
C  5.27812  -1.32294  -3.25819  -0.226
H  6.85222  -0.16538  -5.38480  0.037
H  8.12774  -0.67337  -4.18731  0.051
H  7.86853  1.08161  -4.60105  0.052
H  4.27323  -1.15171  -2.87223  0.033
H  5.87530  -2.05420  -2.71345  0.046
H  5.25600  -1.61397  -4.30839  0.034
C  1.87056  -4.47544  -0.22931  -0.200
S  3.27781  -3.70730  -1.21229  0.877
O  2.99813  -2.20782  -1.12662  -0.589
C  4.51607  -4.08899  0.11589  -0.239
H  2.06480  -4.34116  0.83480  0.038
H  1.86799  -5.53541  -0.48342  0.056
H  0.93797  -3.97099  -0.48209  0.045
H  4.29546  -3.54618  1.03501  0.042
H  5.51068  -3.75328  -0.17765  0.040
H  4.58128  -5.15354  0.34081  0.048
C  0.56319  -0.41622  10.41013  -0.047
O  -0.04054  -0.83363  9.23096  -0.008
C  0.53243  -0.90738  8.04388  -0.560
O  1.69717  -0.64411  7.82822  0.107
O  -0.34217  -1.41332  7.12281  -0.002
C  0.02808  -1.68351  5.78723  -0.056
H  -0.15579  -0.72288  11.16982  0.102
H  0.75854  0.65268  10.32416  0.102
H  1.51624  -0.92622  10.55048  0.098
H  0.03508  -2.72468  5.46471  0.091
H  1.08708  -1.44834  5.68080  0.086
H  -0.56724  -1.11879  5.06975  0.074
C  -6.31194  -2.17277  -0.82141  -0.043
O  -5.96483  -1.44643  -1.97840  -0.004
C  -4.79270  -0.74829  -1.98258  -0.563
O  -3.93936  -0.75368  -1.11709  0.103
O  -4.81695  0.03377  -3.05699  0.018
C  -3.71464  0.91077  -3.37467  -0.018
H  -6.98311  -1.53233  -0.24916  0.082
H  -5.46638  -2.41991  -0.17951  0.094
H  -6.86430  -3.05261  -1.15137  0.100
H  -3.82405  1.39493  -4.34509  0.094
H  -2.76059  0.38495  -3.41215  0.073
H  -3.63080  1.77043  -2.70980  0.088
C  -1.11721  3.49711  4.45866  -0.071
O  -2.39114  2.98443  4.68897  0.008
C  -3.41149  3.29729  3.87480  -0.563
O  -3.25748  3.93188  2.83877  0.099
O  -4.52130  2.80950  4.39740  0.024
C  -5.69926  2.67065  3.65084  -0.036
H  -0.82988  3.39976  3.41172  0.070
H  -0.30519  2.89302  4.86338  0.098
H  -1.02161  4.56016  4.67973  0.099
H  -5.56600  2.30704  2.63196  0.068
H  -5.98849  3.70565  3.46857  0.101
H  -6.48310  2.11221  4.16254  0.098
C  -0.92374  -5.06122  2.97767  -0.115
O  -0.11743  -6.03032  2.54636  0.006
C  1.21657  -5.96660  2.88740  -0.530
O  1.79591  -5.19226  3.65535  0.104
O  1.76011  -7.05210  2.30709  -0.019
C  3.07094  -7.46852  2.71565  -0.038
H  -1.77784  -4.94286  2.31089  0.099
H  -0.47342  -4.07164  3.05539  0.075
H  -1.32474  -5.30763  3.96082  0.105
H  3.54634  -8.21381  2.07796  0.088
H  2.86694  -8.03237  3.62590  0.101
H  3.83277  -6.69320  2.79679  0.091
C  5.08770  0.01172  0.30946  -0.028
O  5.47398  0.15708  1.65410  0.020
C  5.07081  -0.57965  2.64230  -0.580
O  4.22682  -1.46931  2.65271  0.100
O  5.54390  0.05860  3.73655  -0.016
C  5.01578  -0.07455  5.05568  -0.039
H  4.09605  -0.42813  0.20338  0.065
H  5.83644  -0.67554  -0.08445  0.089
H  5.14849  0.97971  -0.18794  0.080
H  5.64264  0.42296  5.79570  0.092
H  4.97929  -1.11212  5.38768  0.092
H  4.00296  0.32060  5.13406  0.093
C  2.26178  -3.40612  -4.79518  0.008
O  3.19672  -3.34540  -5.88886  0.029
C  3.63167  -2.27274  -6.40132  -0.593
O  3.38271  -1.15315  -5.87058  0.047
O  4.38524  -2.63877  -7.45218  0.032
C  5.21877  -1.64015  -7.96473  -0.068
H  1.24115  -3.17373  -5.09917  0.108
H  2.56807  -2.78028  -3.95696  0.063
H  2.30211  -4.45809  -4.51262  0.098
H  4.81432  -0.62979  -8.02543  0.090
H  5.44522  -1.89922  -8.99900  0.096
H  6.20986  -1.58192  -7.51477  0.088